(1)
64
Properties=species:S:1:pos:R:3:forces:R:3:nbo_charge:R:1 method="wB97M-V/def2-TZVPD" max_force_ha_per_bohr=0.3835 relative_energy_ev=24.838 total_charge=0 homo_lumo_gap_ev=7.307
C 1.9512 3.7749 -2.5517 3.739 -5.299 -5.183 -0.25
H 1.2763 4.4501 -2.2331 -1.691 2.246 2.013 0.20
H 1.3055 2.9748 -3.2560 1.695 2.342 1.589 0.18
H 2.8532 4.1531 -3.1382 -1.871 0.191 0.246 0.20
O 2.7542 2.9045 -1.6741 -4.259 0.390 2.973 -0.55
C 1.7713 2.4328 -0.6833 -1.239 -1.748 0.070 0.76
O 0.5528 2.6527 -0.8049 3.548 -0.324 0.324 -0.61
C 2.4498 1.4747 0.3656 -13.294 3.042 -2.969 0.07
C 1.8874 0.7929 1.4483 -4.716 0.186 -1.303 0.13
N 0.4662 0.7493 1.6334 0.026 0.277 0.762 -0.77
C -0.1337 0.9413 3.1035 9.722 2.599 -4.809 0.73
O 0.6418 1.3256 3.9798 -3.495 -0.518 -1.328 -0.54
C -1.4246 0.7122 2.8283 -10.733 -1.868 6.780 -0.53
C -2.4470 1.2149 1.8620 14.339 1.333 -5.061 -0.17
N -1.9387 0.4839 0.5216 -0.279 10.825 1.035 -0.45
C -2.5506 -0.6349 0.5065 1.144 -8.724 -0.943 -0.20
C -1.9928 -1.3167 -0.9417 -5.629 -3.985 6.870 -0.20
N -2.4278 -0.5616 -1.9628 -2.754 -1.558 -3.623 -0.48
C -2.5927 -1.4260 -3.2203 10.478 16.375 3.311 0.06
C -1.8842 -0.7293 -4.2446 -1.304 -6.468 -4.997 -0.16
C -1.8721 -1.4555 -5.5639 0.712 5.064 4.072 -0.22
C -2.8187 -2.3855 -5.5468 -2.128 -6.820 -5.488 -0.20
C -3.5459 -3.0097 -4.5395 2.628 5.702 0.771 -0.23
C -3.4234 -2.2763 -3.2726 -10.462 -16.534 -2.368 0.26
O -3.9956 -3.1225 -2.2156 4.371 5.929 -0.167 -0.52
C -5.0308 -3.9248 -2.4726 -0.953 -1.881 1.435 -0.25
H -5.6620 -3.5434 -3.2951 -0.264 -0.537 0.649 0.18
H -4.5687 -4.9377 -2.6450 -1.195 0.405 -0.357 0.17
H -5.4075 -3.8825 -1.3950 -1.154 -0.900 -1.791 0.21
H -4.1512 -3.7818 -4.8146 -1.526 -1.950 -0.070 0.22
H -2.9185 -3.0670 -6.6340 0.210 2.086 2.907 0.18
H -1.3094 -1.0763 -6.4385 -0.491 -0.529 0.708 0.23
H -1.2113 0.0249 -4.2025 1.603 2.337 1.141 0.21
C -1.8388 0.7381 -1.9667 -6.243 2.709 0.807 -0.23
C -2.3866 1.3889 -0.6308 -1.822 -10.498 -1.456 -0.16
H -2.1542 2.2575 -0.4171 2.752 8.425 1.536 0.18
H -3.4702 1.2737 -0.7071 -0.263 0.256 0.041 0.16
H -2.4412 1.4678 -2.6645 2.164 -1.614 0.282 0.23
H -0.8467 0.7118 -1.8232 4.081 0.433 -0.715 0.19
H -2.4438 -2.4038 -0.7005 1.067 2.284 -1.841 0.23
H -1.0213 -1.3264 -0.8316 5.512 -0.411 0.636 0.15
H -2.2919 -1.1604 1.5166 -0.139 -0.283 -2.089 0.17
H -3.5787 -0.6955 0.4648 -2.864 0.380 -0.397 0.15
H -3.3556 1.2281 1.9699 -9.622 -0.944 1.818 0.18
H -2.0850 2.2396 1.7846 -0.539 0.531 -0.658 0.20
H -1.7396 -0.3826 2.9401 1.171 1.095 0.503 0.26
H -1.9623 1.2422 3.7905 0.977 -1.629 -1.080 0.22
H -0.2485 0.7828 0.7341 1.870 -0.333 3.066 0.46
C 2.8803 0.1798 2.1891 2.888 4.356 -2.066 -0.09
C 2.9816 -0.4972 3.4318 -5.259 1.274 -5.055 0.30
C 4.1857 -0.9167 3.7922 0.877 -1.033 3.222 -0.30
C 5.3577 -0.4362 3.1849 -0.129 0.716 -2.105 -0.24
C 5.2327 0.2553 1.9470 4.602 3.211 0.150 -0.20
C 4.0295 0.8594 1.4651 1.795 -4.702 3.413 0.11
N 3.6467 1.5912 0.3583 4.593 -8.213 9.457 -0.46
H 4.2002 2.0523 -0.0941 7.416 6.420 -6.831 0.40
H 6.3282 0.7430 1.5352 -3.080 -1.601 0.947 0.19
H 6.3429 -0.5770 3.6874 -0.953 -0.109 -0.867 0.23
H 4.2251 -1.5189 4.7064 0.518 0.180 -0.314 0.22
O 1.5291 -0.8240 3.7069 7.248 -4.017 2.765 -0.49
C 1.8174 -1.7937 4.8474 -9.511 7.929 2.240 -0.28
H 0.6560 -1.8828 5.1645 2.852 -0.952 -0.363 0.20
H 2.2062 -1.2152 5.7281 -0.405 0.434 -0.773 0.18
H 2.3892 -2.5474 4.9754 3.672 -5.979 -1.472 0.18

(2)
65
Properties=species:S:1:pos:R:3:forces:R:3:nbo_charge:R:1 method="wB97M-V/def2-TZVPD" max_force_ha_per_bohr=0.0221 relative_energy_ev=1.835 total_charge=0 homo_lumo_gap_ev=8.304
C -6.7465 0.2685 2.8881 0.330 0.048 -0.079 -0.61
C -5.2422 0.1331 2.6755 -0.208 -0.516 0.115 -0.23
N -4.5670 1.4080 2.7416 0.897 0.055 0.692 -0.68
C -4.8473 2.4206 1.7525 0.047 0.444 -0.460 -0.23
C -4.6197 1.9874 0.3034 -0.089 0.001 0.271 -0.63
S -3.0494 1.4253 3.4134 -0.212 -0.011 -0.102 2.34
O -3.0514 0.4923 4.4990 0.008 -0.256 -0.199 -0.94
O -2.7073 2.7943 3.6658 0.069 0.017 -0.306 -0.94
C -1.9517 0.8143 2.1338 -0.329 0.225 0.474 -0.35
C -1.8823 -0.5337 1.8466 -0.057 0.009 0.114 -0.20
C -1.1066 -0.9661 0.7874 0.065 0.089 -0.141 -0.20
C -0.3668 -0.0750 0.0006 -0.305 0.148 0.169 0.16
N 0.4024 -0.4996 -1.0781 0.180 -0.052 -0.102 -0.46
C 0.1075 0.0860 -2.3777 -0.010 0.177 -0.385 -0.22
C 1.2739 -0.1410 -3.3316 -0.270 0.035 0.008 -0.23
N 1.5000 -1.5665 -3.4847 -0.046 0.031 0.062 -0.44
C 2.5309 -1.8480 -4.4587 -0.054 -0.002 0.032 -0.40
C 1.8106 -2.1493 -2.1942 -0.170 -0.095 0.129 -0.22
C 0.6648 -1.9200 -1.2117 0.295 -0.149 -0.036 -0.23
C -0.3794 1.2879 0.3772 -0.339 -0.324 0.201 0.17
N 0.4080 2.2619 -0.2711 -0.361 0.367 0.049 -0.64
C 1.7467 2.2786 -0.5038 0.131 -0.005 -0.124 0.64
O 2.2777 3.2158 -1.0565 0.159 -0.081 -0.046 -0.56
C 2.5433 1.0937 -0.0289 0.142 -0.157 0.796 0.30
C 2.4028 0.5154 1.1806 0.131 0.240 -0.236 -0.36
C 3.2384 -0.6095 1.5874 -0.033 0.052 -0.092 0.52
O 3.0726 -1.2306 2.6217 0.022 0.040 -0.024 -0.56
C 4.2923 -0.9321 0.6089 0.059 0.125 -0.282 -0.24
C 5.2186 -1.9485 0.8556 -0.010 0.054 -0.084 -0.14
C 6.1997 -2.2407 -0.0641 -0.009 -0.094 0.134 -0.23
C 6.2771 -1.5181 -1.2526 -0.121 0.108 -0.018 -0.17
C 5.3748 -0.5123 -1.5201 -0.199 0.203 0.008 -0.28
C 4.3769 -0.2162 -0.5895 0.427 -0.589 0.411 0.39
O 3.4991 0.7658 -0.9110 -0.030 0.239 -0.211 -0.44
C -1.1998 1.7172 1.4101 0.148 -0.004 -0.095 -0.22
H -7.1905 -0.7193 2.9789 -0.074 -0.071 -0.029 0.22
H -6.9404 0.8263 3.7996 -0.062 0.053 0.105 0.22
H -7.2171 0.7829 2.0541 -0.127 0.046 -0.069 0.20
H -5.0410 -0.3761 1.7217 0.015 0.000 0.084 0.18
H -4.8131 -0.4582 3.4853 -0.159 -0.146 -0.164 0.24
H -5.8825 2.7532 1.8767 0.108 0.033 0.064 0.20
H -4.1915 3.2545 2.0063 -0.255 0.121 -0.132 0.23
H -5.3356 1.2238 0.0090 -0.050 -0.090 -0.110 0.20
H -4.7492 2.8448 -0.3519 -0.024 0.059 -0.107 0.22
H -3.6149 1.5931 0.1694 0.044 -0.035 -0.091 0.21
H -2.4388 -1.2330 2.4484 -0.047 -0.175 0.052 0.24
H -1.0975 -2.0172 0.5530 0.035 -0.109 -0.046 0.22
H -0.0818 1.1532 -2.2750 -0.016 -0.086 -0.021 0.22
H -0.7895 -0.3908 -2.8034 0.015 0.073 0.011 0.18
H 1.0218 0.2774 -4.3087 0.010 0.030 0.031 0.21
H 2.1692 0.3790 -2.9521 -0.032 -0.010 -0.054 0.18
H 2.6270 -2.9267 -4.5723 0.064 -0.042 -0.057 0.20
H 3.5108 -1.4366 -4.1705 0.046 0.013 -0.002 0.16
H 2.2398 -1.4205 -5.4166 0.057 -0.003 -0.081 0.20
H 1.9512 -3.2253 -2.3238 0.017 0.021 0.045 0.21
H 2.7437 -1.7341 -1.7763 -0.068 -0.063 -0.025 0.17
H 0.9535 -2.3200 -0.2377 -0.052 -0.033 -0.020 0.22
H -0.2217 -2.4566 -1.5828 -0.004 -0.024 0.087 0.18
H -0.0375 3.1599 -0.4250 0.185 -0.113 -0.058 0.42
H 1.6456 0.8445 1.8724 -0.097 0.073 0.011 0.25
H 5.1337 -2.4867 1.7874 -0.015 -0.044 0.082 0.24
H 6.9122 -3.0267 0.1328 0.060 -0.070 0.031 0.22
H 7.0498 -1.7457 -1.9710 0.058 -0.001 -0.075 0.22
H 5.4198 0.0624 -2.4320 0.003 0.057 -0.108 0.23
H -1.2362 2.7593 1.6888 0.104 0.165 0.001 0.25

(3)
68
Properties=species:S:1:pos:R:3:forces:R:3:nbo_charge:R:1 method="wB97M-V/def2-TZVPD" max_force_ha_per_bohr=0.0327 relative_energy_ev=0.535 total_charge=+4 homo_lumo_gap_ev="5.307 / 5.317"
V 0.2299 0.1914 -0.3115 0.323 -1.625 0.272 1.64
O 0.4226 1.5665 -3.9821 -0.239 -0.078 -0.027 -0.37
C 0.7198 1.0869 -2.9469 0.467 0.155 -0.158 0.66
N -0.2706 0.6106 -1.9826 -0.556 0.518 0.325 -0.52
C -1.6286 0.5383 -2.5022 0.069 -0.085 -0.075 -0.32
C -2.5087 0.3004 -1.3314 0.154 -0.058 0.102 0.26
C -3.8771 0.4811 -1.3523 -0.069 -0.044 -0.001 -0.20
C -4.5788 0.3725 -0.1657 -0.031 0.010 0.013 -0.05
C -3.8845 0.0618 1.0046 -0.068 -0.014 -0.038 -0.21
C -2.5287 -0.1355 0.9475 0.031 -0.046 -0.092 0.05
N -1.8263 -0.0363 -0.2122 -0.319 0.372 0.087 -0.53
C 2.0815 0.8155 -2.4353 -0.135 -0.152 0.177 0.07
C 3.2170 1.0284 -3.1728 0.079 0.101 -0.052 -0.14
C 4.4387 0.6666 -2.6080 0.056 -0.016 0.017 -0.06
C 4.4541 0.1123 -1.3363 0.042 0.021 -0.054 -0.18
C 3.2653 -0.0656 -0.6494 -0.131 0.106 -0.111 0.07
N 2.0778 0.2756 -1.1929 0.407 0.135 -0.198 -0.51
H -1.7122 -0.2489 -3.2618 0.015 -0.001 -0.038 0.27
H -1.8596 1.4741 -3.0195 0.034 0.079 0.029 0.32
H -4.3721 0.7476 -2.2778 0.006 0.010 0.011 0.28
H -5.6466 0.5548 -0.1411 0.016 -0.021 0.002 0.28
H -4.3943 -0.0018 1.9567 0.006 0.001 -0.007 0.28
H -1.9866 -0.3562 1.8525 0.044 0.039 -0.003 0.21
H 3.1397 1.4708 -4.1584 -0.002 -0.027 -0.013 0.30
H 5.3609 0.8067 -3.1582 0.003 0.022 0.003 0.29
H 5.3829 -0.1867 -0.8684 -0.004 0.000 0.001 0.28
H 3.2684 -0.4806 0.3455 -0.043 -0.021 0.038 0.23
N -2.4721 -4.7549 0.9804 0.011 -0.012 -0.023 -0.67
C -1.4292 -3.6988 0.6514 0.113 0.002 0.006 -0.04
C -0.6376 -3.3809 1.9188 -0.053 0.081 -0.002 -0.44
C 0.6487 -2.5750 1.6873 0.019 -0.073 -0.040 -0.04
N 0.4385 -1.0949 1.4946 -0.164 0.345 -0.206 -0.87
C 1.4775 -3.1517 0.5521 -0.047 0.057 -0.046 -0.43
C 0.6688 -3.3190 -0.7239 0.051 -0.030 0.082 -0.05
N 0.2833 -1.9782 -1.2936 0.076 0.169 0.091 -0.80
C -0.5396 -4.2235 -0.4708 -0.030 0.034 -0.024 -0.44
H -3.1259 -4.4491 1.7082 0.001 0.001 0.008 0.46
H -2.0324 -5.6187 1.3198 0.004 -0.001 0.006 0.46
H -3.0305 -5.0144 0.1601 -0.008 0.011 -0.001 0.46
H -1.9908 -2.8244 0.3192 -0.105 -0.017 0.004 0.22
H -0.3081 -4.3215 2.3726 -0.003 0.001 0.016 0.26
H -1.2734 -2.8893 2.6619 0.029 -0.016 -0.001 0.24
H 1.2219 -2.6715 2.6102 0.025 0.054 0.042 0.25
H 1.3417 -0.6455 1.7255 -0.012 0.037 0.143 0.43
H -0.1447 -0.7587 2.2611 0.022 0.037 0.021 0.41
H 1.8510 -4.1306 0.8581 0.034 -0.003 -0.001 0.27
H 2.3630 -2.5397 0.3682 -0.002 -0.022 0.022 0.23
H 1.2883 -3.8242 -1.4642 0.001 -0.004 -0.040 0.25
H -0.6210 -2.0714 -1.7527 -0.007 0.007 -0.003 0.39
H 0.9297 -1.7954 -2.0578 -0.012 -0.027 -0.022 0.41
H -0.1361 -5.2016 -0.1888 -0.015 -0.007 -0.026 0.26
H -1.1103 -4.3749 -1.3921 0.004 0.020 0.015 0.25
O -0.3299 3.3076 -1.4937 0.013 -0.037 0.108 -0.85
S -0.6745 3.1647 -0.1175 -0.070 0.332 -0.214 2.28
O -1.9997 2.8100 0.2628 0.045 -0.050 0.013 -0.85
N 0.3782 1.8050 0.5150 -0.307 -0.026 -0.363 -0.76
C 1.2514 2.3271 1.4889 0.307 -0.359 0.255 0.02
S 2.3740 1.3679 2.2075 -0.094 0.180 -0.027 0.14
C 1.0645 3.7475 1.7096 -0.233 0.117 -0.151 -0.07
C 1.7742 4.5340 2.6089 0.039 0.041 0.058 -0.12
C 1.4646 5.8844 2.6929 -0.007 0.051 0.007 -0.14
C 0.4696 6.4483 1.8973 0.010 0.003 0.008 -0.10
C -0.2582 5.6772 0.9884 -0.056 0.039 -0.041 -0.14
C 0.0653 4.3433 0.9246 0.252 -0.316 0.106 -0.34
H 2.5482 4.1039 3.2315 -0.011 -0.003 -0.009 0.26
H 2.0049 6.5112 3.3896 0.004 0.008 -0.003 0.27
H 0.2517 7.5052 1.9771 0.009 0.010 0.020 0.27
H -1.0289 6.1205 0.3711 0.010 -0.015 0.005 0.27